Computed, not measured: a structure of composition C4H16ClCuN8O4 in a non-equilibrium geometry, with wB97M-V/def2-TZVPD.

Results
Multiplicity   2
Calculated total energy   -3001.53938 Ha
HOMO level (spin up / spin down)   -11.7135 / -11.7106 eV
Total charge   +1
Expectation value of S²   0.7728
Orbital gap (spin up / spin down)   7.705 / 3.612 eV

Last column: Löwdin spin population.
Atoms and positions in Å:
Cu1 1.61229 0.12234 -3.08285  -0.0001
Cl1 1.09129 0.53305 -0.64330  0.0032
C1 0.28557 0.15140 3.43556  0.0001
O1 0.10751 -0.02164 4.63260  0.0015
N1 -0.49150 1.01849 2.68831  0.0026
N2 1.14998 -0.56910 2.68754  -0.0001
H1 -1.36765 1.36141 3.03291  -0.0001
H2 -0.39315 0.94910 1.68939  0.0000
H3 1.26191 -0.25048 1.73870  0.0000
H4 1.74531 -1.30731 3.00550  0.0000
C2 -3.78981 0.89189 -0.93574  0.0423
O2 -4.07572 2.02558 -1.29347  0.3008
N3 -4.64890 -0.14274 -0.87971  0.0003
N4 -2.48015 0.46912 -0.77093  0.6202
H5 -4.32781 -1.01054 -0.45909  -0.0010
H6 -5.61489 -0.11270 -1.16009  -0.0007
H7 -1.65575 1.05846 -0.64427  0.0139
H8 -2.39054 -0.46992 -0.32588  0.0111
C3 4.02292 2.54238 -2.16511  0.0000
O3 3.31478 1.74464 -2.79560  0.0000
N5 5.14427 3.10742 -2.63637  0.0000
N6 3.77069 2.75345 -0.84519  0.0000
H9 5.63753 3.90684 -2.28055  0.0000
H10 5.57908 2.79626 -3.48872  0.0000
H11 3.00257 2.28948 -0.39259  0.0001
H12 4.30646 3.46809 -0.38639  0.0000
C4 -1.64027 -3.01298 0.28605  0.0002
O4 -2.39918 -2.03285 0.09799  0.0038
N7 -2.10393 -4.25594 0.51313  0.0008
N8 -0.31762 -2.90543 0.15880  0.0009
H13 -1.45761 -4.97709 0.77695  0.0000
H14 -3.08147 -4.47615 0.56929  0.0000
H15 0.18374 -3.68783 -0.21954  0.0000
H16 0.02004 -1.95670 0.09266  0.0000

Atomic forces in eV per Å
0.6 1.1 1.5
-0.5 -0.5 -1.0
-1.3 -0.8 1.8
0.2 0.3 -0.6
0.5 0.1 -0.7
0.3 0.3 -1.4
0.1 -0.1 0.4
-0.1 0.2 0.0
0.4 -0.3 -0.1
0.0 0.2 0.6
-1.2 -0.3 -1.9
0.5 0.3 0.7
0.4 -0.8 0.6
0.3 0.1 1.3
-0.1 0.1 -0.1
0.0 0.6 0.1
0.0 0.5 -0.5
0.6 -0.8 0.1
-0.8 -1.3 1.5
0.1 -0.3 -1.0
1.1 0.5 -1.3
0.4 0.8 -0.5
-0.4 -0.1 0.7
-0.7 -0.3 -0.2
-0.2 0.1 -0.1
-0.2 -0.2 0.4
-1.2 0.0 -0.8
-0.2 -0.1 0.5
0.0 -0.2 0.1
0.4 0.4 0.2
0.0 -0.1 0.1
-0.1 0.3 0.0
0.4 0.1 0.2
0.5 -0.1 -0.3